# 1
ORCA calculation (ωB97M-V with the def2-TZVPD basis set) on a molecular structure, C13H15F3N6PTc.

Calculated values
energy above the lowest of the compared OMol25 structures with the same formula, charge and spin	27.8	kcal/mol
<S²>	3.7769
2S+1	4
maximum force	0.205	eV Å⁻¹
charge	+3
orbital gap (spin up / spin down)	8.49 / 5.09	eV

Each line ends with the Mulliken spin population.
Atoms and positions in Å:
Tc: 1.81079 -0.67721 1.38038  2.04
C: -2.22925 2.94048 0.50837  0.00
N: -1.05173 2.31207 1.13296  0.02
C: -0.42773 2.78473 2.24849  0.01
C: 0.58844 1.92011 2.54011  0.05
N: 0.58047 0.92278 1.60391  -0.05
C: -0.43132 1.18121 0.74854  0.04
P: -0.93511 0.18687 -0.68334  0.00
C: 0.75202 0.22259 -1.47917  0.37
N: 1.91991 -0.06855 -0.85125  -0.07
C: 2.89144 0.10467 -1.73802  0.34
C: 2.30687 0.52619 -2.99088  0.31
N: 0.99849 0.58380 -2.79466  -0.03
C: -0.01607 0.96262 -3.80462  -0.01
C: -0.76667 -1.46672 0.04722  0.05
N: 0.22087 -1.86363 0.86857  -0.01
C: -0.04246 -3.15738 1.23406  0.04
C: -1.20082 -3.54210 0.61983  0.00
N: -1.63544 -2.48223 -0.11890  0.03
C: -2.87278 -2.47234 -0.91912  0.00
H: -2.48170 3.82768 1.08088  0.00
H: -3.07301 2.25490 0.52971  0.00
H: -2.00124 3.23460 -0.51320  0.00
H: -0.74957 3.68086 2.75348  0.00
H: 1.29689 1.96762 3.34830  0.00
H: 3.94228 -0.04794 -1.52959  0.00
H: 2.78679 0.75913 -3.93306  -0.01
H: 0.49822 1.19750 -4.73225  0.00
H: -0.56096 1.83746 -3.45826  0.00
H: -0.69394 0.12761 -3.96479  0.00
H: 0.58416 -3.71880 1.90854  -0.01
H: -1.74087 -4.47379 0.66356  0.00
H: -3.34756 -3.44367 -0.82097  0.00
H: -2.64031 -2.29938 -1.96703  0.00
H: -3.55098 -1.70853 -0.54625  0.00
F: 3.40098 0.23355 2.42154  0.01
C: 2.49634 -0.67772 3.27134  -0.11
F: 2.12889 0.01261 4.30200  0.00
F: 3.24568 -1.68168 3.63357  0.00



# 2
ORCA calculation (ωB97M-V with the def2-TZVPD basis set) on 7 unconnected molecules or ions with the total composition C12H23F9IN7O16PS in a non-equilibrium geometry.

Calculated values
energy above the lowest of the compared OMol25 structures with the same formula, charge and spin	0.0	kcal/mol
2S+1	1
maximum force	11.225	eV Å⁻¹
charge	+1
orbital gap	6.51	eV

Each line ends with the Mulliken charge.
Atoms and positions in Å:
O: 4.57748 -0.25057 0.37147  -0.55
P: 3.37677 -1.06220 0.87580  0.68
N: 2.26526 -0.07538 1.94783  -0.28
C: 1.43693 -0.93266 2.88132  0.00
C: -0.01679 -1.33279 2.37280  -0.09
O: -1.04335 -0.66675 2.54258  -0.40
I: -0.30783 -3.25305 1.31320  0.08
S: 1.40958 1.20886 1.11468  1.01
O: 0.51981 1.86237 2.14738  -0.59
O: 2.45133 2.25461 0.77786  -0.48
C: 0.38696 0.72302 -0.34893  0.46
F: -0.97690 0.93144 0.01112  -0.10
F: 0.47493 -0.61274 -0.76810  -0.19
C: 0.59398 1.66407 -1.66333  0.40
F: -0.59610 1.46144 -2.42328  -0.26
F: 0.59434 3.03659 -1.34886  -0.23
C: 1.79894 1.19931 -2.60323  0.68
F: 1.26521 0.31908 -3.59022  -0.26
F: 2.81651 0.48040 -1.95417  -0.19
C: 2.50738 2.38251 -3.42615  0.44
F: 3.56648 1.76923 -4.14352  -0.23
F: 3.14628 3.32235 -2.57618  -0.12
F: 1.68113 2.98557 -4.37517  -0.20
H: 3.93077 -2.05489 1.77831  -0.04
H: 2.67756 -1.79326 -0.13083  0.17
H: 2.94761 0.42455 2.57537  0.57
H: 1.37427 -0.47770 3.93728  0.36
H: 2.01973 -1.91408 3.02568  0.26
C: -3.62934 2.07116 -0.56379  -0.69
N: -5.04881 1.64641 -0.67256  0.90
O: -5.88444 2.33594 -0.11725  -0.53
O: -5.27188 0.63334 -1.31359  -0.52
H: -3.57991 2.98146 0.03053  0.33
H: -3.08331 1.26520 -0.08011  0.23
H: -3.26143 2.24907 -1.57360  0.30
C: -8.30416 -0.64764 -1.26983  -0.70
N: -9.36300 -1.58817 -1.72102  0.87
O: -9.11351 -2.29235 -2.68747  -0.54
O: -10.40444 -1.58753 -1.09218  -0.53
H: -7.43808 -0.75652 -1.91856  0.30
H: -8.71033 0.36064 -1.33534  0.30
H: -8.05126 -0.90594 -0.24259  0.28
C: 1.90627 -3.54794 6.63562  -0.79
N: 2.31841 -3.11971 5.27285  0.87
O: 1.51421 -3.27734 4.36145  -0.51
O: 3.43097 -2.63942 5.15566  -0.48
H: 0.89779 -3.95350 6.58564  0.34
H: 2.61224 -4.30793 6.96798  0.30
H: 1.93809 -2.66968 7.27952  0.31
C: -7.76974 -2.76270 -5.45220  -0.63
N: -7.12242 -1.63900 -6.17777  0.88
O: -5.96497 -1.37796 -5.89075  -0.53
O: -7.79743 -1.05875 -7.00876  -0.52
H: -7.05535 -3.18311 -4.74779  0.26
H: -8.63510 -2.36087 -4.92926  0.24
H: -8.06442 -3.50546 -6.19244  0.31
C: 4.73852 4.92022 -0.29563  -0.73
N: 5.33318 6.24950 -0.00064  0.89
O: 5.90938 6.38097 1.06550  -0.53
O: 5.19963 7.11160 -0.84999  -0.52
H: 4.93308 4.25491 0.54319  0.31
H: 3.66770 5.06279 -0.43457  0.26
H: 5.20850 4.54399 -1.20326  0.31
C: 7.67684 -2.39325 2.17563  -0.83
N: 6.20335 -2.23436 2.27971  0.96
O: 5.50635 -3.17362 1.90269  -0.59
O: 5.79376 -1.17662 2.73403  -0.44
H: 7.89487 -3.37407 1.75821  0.33
H: 8.04625 -1.60414 1.52182  0.30
H: 8.08856 -2.30046 3.17980  0.30



# 3
ORCA calculation (ωB97M-V with the def2-TZVPD basis set) on a molecular structure, CaH4N6O20 in a non-equilibrium geometry.

Calculated values
energy above the lowest of the compared OMol25 structures with the same formula, charge and spin	67.3	kcal/mol
2S+1	1
maximum force	6.387	eV Å⁻¹
charge	-4
orbital gap	4.23	eV

Each line ends with the Mulliken charge.
Atoms and positions in Å:
Ca: 0.02305 -0.06568 0.48633  2.23
N: -1.74156 0.47057 -2.68009  0.83
O: -1.57901 0.56267 -1.50760  -0.39
O: -2.00962 1.41800 -3.33180  -0.70
O: -1.97015 -0.62309 -3.16059  -0.74
N: 2.27288 -1.60595 -1.93660  0.76
O: 1.81418 -1.68601 -3.04270  -0.64
O: 3.40488 -2.02423 -1.74606  -0.76
O: 1.63714 -1.13456 -1.00657  -0.49
N: -0.87918 -3.40125 -0.17504  0.77
O: -0.90024 -2.18757 -0.06099  -0.31
O: -1.12982 -4.06243 -1.21594  -0.69
O: -0.67097 -4.01574 0.82387  -0.76
N: -2.94148 -0.06533 2.66806  0.65
O: -2.93202 0.64279 3.70048  -0.67
O: -3.96534 -0.69263 2.34066  -0.64
O: -1.90422 -0.19359 1.93996  -0.55
N: 1.76787 2.31754 -2.02776  0.98
O: 1.79452 1.84414 -0.91831  -0.53
O: 2.82637 2.66426 -2.48151  -0.81
O: 0.71266 2.46931 -2.58083  -0.60
N: -0.73631 3.38733 0.48621  0.93
O: -1.04834 3.87483 -0.53370  -0.66
O: -0.25623 4.03951 1.36930  -0.81
O: -0.84012 2.23108 0.73813  -0.44
O: 1.87563 0.69023 1.94231  -0.43
H: 1.73374 1.30984 2.65797  0.25
H: 2.66964 0.21610 2.18924  0.19
O: 0.91322 -1.84901 2.09107  -0.35
H: 0.63355 -2.76434 2.07690  0.21
H: 1.42517 -1.76692 2.89568  0.17



# 4
ORCA calculation (ωB97M-V with the def2-TZVPD basis set) on 2 unconnected molecules or ions with the total composition CH3N3O in a non-equilibrium geometry.

Calculated values
energy above the lowest of the compared OMol25 structures with the same formula, charge and spin	83.2	kcal/mol
2S+1	1
maximum force	5.688	eV Å⁻¹
charge	0
orbital gap (spin up / spin down)	7.51 / 7.42	eV

Each line ends with the Mulliken charge.
Atoms and positions in Å:
C: -0.49593 -1.06148 0.00666  0.53
N: 2.52418 -0.47562 -0.02936  -0.39
N: 1.43296 0.02845 0.00932  -0.15
N: -1.27927 -0.06270 -0.01013  -0.29
O: -0.51780 -2.23952 0.02121  -0.43
H: 3.35519 0.20655 -0.13020  0.23
H: -1.00702 0.93435 0.13703  0.25
H: -2.19728 -0.32231 -0.17119  0.25



# 5
ORCA calculation (ωB97M-V with the def2-TZVPD basis set) on a molecular structure, C7H18ClI2IrO2P2 in a non-equilibrium geometry.

Calculated values
<S²>	8.7779
2S+1	6
maximum force	6.748	eV Å⁻¹
charge	+3
orbital gap (spin up / spin down)	7.55 / 4.84	eV

Each line ends with the Mulliken spin population.
Atoms and positions in Å:
I: -0.61756 3.09364 0.08238  1.47
I: 0.41633 -2.09430 -0.92216  1.41
Ir: -0.28727 0.42382 -0.20037  1.15
P: -1.87753 0.50673 -1.84257  0.04
C: -1.22520 1.15450 -3.42723  -0.02
C: -2.80725 -0.97292 -2.41152  0.03
H: -3.70269 1.39749 -0.51048  -0.01
H: -4.00682 1.59418 -2.27470  0.00
H: -2.87503 2.69368 -1.40725  0.00
C: -3.25640 1.66586 -1.47440  0.05
H: -3.22728 -1.50874 -1.55328  -0.01
H: -3.62852 -0.63650 -3.06521  0.00
H: -2.05793 1.29597 -4.13259  0.00
H: -0.50815 0.44115 -3.85347  0.00
H: -2.15902 -1.65430 -2.97282  0.00
H: -0.71861 2.11330 -3.26468  0.00
C: 1.16867 0.86062 -1.25408  0.07
O: 2.08230 1.07296 -1.93088  -0.01
Cl: -2.20880 -0.43306 0.90877  0.65
C: 2.52078 0.23594 3.85271  0.00
P: 1.90036 -0.51030 2.30999  0.02
C: 3.31607 -0.73954 1.22122  0.01
C: 1.15471 -2.09856 2.68916  0.01
O: 0.88450 0.44068 1.65463  0.12
H: 1.62890 0.49929 4.45523  0.00
H: 3.06798 1.15282 3.55582  0.00
H: 3.18882 -0.40589 4.43703  0.00
H: 4.12867 -1.24477 1.74322  0.00
H: 3.01002 -1.34766 0.35853  0.01
H: 3.67767 0.24108 0.89705  0.00
H: 0.07162 -1.96412 2.76165  0.00
H: 1.40470 -2.84271 1.91844  0.01
H: 1.54197 -2.43035 3.65182  0.00



# 6
ORCA calculation (ωB97M-V with the def2-TZVPD basis set) on 3 unconnected molecules or ions with the total composition C24H55N2O9P2 in a non-equilibrium geometry.

Calculated values
2S+1	1
maximum force	7.987	eV Å⁻¹
charge	+1
orbital gap	8.61	eV

Each line ends with the Mulliken charge.
Atoms and positions in Å:
C: 1.85635 3.60126 0.49146  -1.18
C: 2.86981 2.44931 0.60040  0.37
O: 4.02418 2.71326 0.47355  -0.55
N: 2.49645 1.08323 0.87065  0.45
C: 1.47355 0.57844 -0.06398  -1.01
C: 2.13222 0.90439 2.29938  -0.74
C: 3.08526 -0.19002 2.86278  -0.60
C: 4.43308 0.45310 3.31347  -0.28
C: 5.33094 -0.60064 4.02776  -1.17
C: 6.74657 -0.85816 3.42191  0.12
C: 6.92295 -2.38082 3.12380  -1.27
C: 6.26299 -2.84970 1.79624  -0.43
C: 6.65531 -1.89063 0.63149  -0.82
C: 6.54036 -0.38168 0.95328  -0.05
N: 7.12679 0.00531 2.26665  -0.18
H: 0.88570 3.31244 0.05876  0.33
H: 2.28852 4.34282 -0.20109  0.39
H: 1.69899 4.12453 1.44938  0.27
H: 1.95841 -0.10371 -0.78928  0.26
H: 0.70109 -0.03439 0.43377  0.29
H: 0.95188 1.35837 -0.64422  0.31
H: 2.24456 1.85171 2.86118  0.49
H: 1.10476 0.53721 2.45901  0.29
H: 3.28591 -0.98910 2.13193  0.10
H: 2.58813 -0.59235 3.76798  0.41
H: 4.13538 1.20452 4.06940  0.38
H: 4.89713 1.01879 2.49020  0.06
H: 4.77615 -1.55151 4.10413  0.62
H: 5.46186 -0.27491 5.07475  0.30
H: 7.48158 -0.65364 4.22187  0.49
H: 6.49760 -2.94600 3.96827  0.41
H: 8.00923 -2.59874 3.13939  0.43
H: 6.72893 -3.82122 1.55437  0.37
H: 5.17378 -2.98911 1.86786  0.27
H: 5.93382 -2.07597 -0.18601  0.36
H: 7.64002 -2.12479 0.18808  0.36
H: 5.49662 -0.06799 0.80929  -0.26
H: 7.12291 0.15229 0.18059  0.53
H: 6.92200 0.98541 2.49718  0.41
H: 8.14908 -0.03253 2.18311  0.49
O: -2.35662 0.32768 3.41326  -0.77
P: -3.64398 0.22371 2.64540  1.05
O: -3.09931 0.25306 1.09498  -0.30
C: -2.45965 -0.90929 0.58130  -0.26
C: -3.42197 -2.06680 0.38686  -1.26
O: -4.16554 1.77695 2.78813  -0.33
C: -3.57723 2.65386 3.74864  -0.37
C: -2.38044 3.39281 3.17716  -0.87
O: -5.18849 -0.18496 2.14225  -0.27
C: -5.93436 -1.06008 3.00970  -0.28
C: -6.07739 -0.50193 4.41218  -1.11
H: -1.63395 -1.19619 1.24240  0.17
H: -2.03132 -0.63066 -0.38384  0.44
H: -3.76312 -2.45550 1.35139  0.35
H: -2.93916 -2.88596 -0.14852  0.45
H: -4.30465 -1.75058 -0.16858  0.25
H: -3.31595 2.10851 4.65557  0.33
H: -4.34619 3.37457 4.03459  0.37
H: -1.72388 2.73644 2.60455  0.13
H: -1.80057 3.86230 3.97321  0.34
H: -2.71358 4.17236 2.48952  0.30
H: -5.44799 -2.03925 3.03785  0.28
H: -6.91771 -1.19403 2.55974  0.36
H: -5.10122 -0.40511 4.90333  0.34
H: -6.69258 -1.16125 5.02517  0.41
H: -6.52744 0.49037 4.39140  0.27
O: -2.56931 -1.80014 -4.65553  -0.75
P: -2.98918 -0.49026 -5.25874  1.20
O: -4.46021 -0.26258 -4.56611  -0.45
C: -4.50987 0.11826 -3.19539  -0.36
C: -3.99928 1.53099 -2.97130  -0.95
O: -3.45386 -1.01598 -6.74528  -0.35
C: -3.08921 -2.31974 -7.20099  -0.32
C: -4.11956 -3.36230 -6.80806  -1.04
O: -2.99111 1.06965 -5.88041  -0.29
C: -1.71747 1.73199 -5.94870  -0.23
C: -0.70017 0.95272 -6.76062  -1.11
H: -3.94274 -0.59828 -2.59155  0.28
H: -5.55418 0.05933 -2.88678  0.36
H: -2.91889 1.58620 -3.14341  0.09
H: -4.18854 1.85161 -1.94502  0.41
H: -4.47557 2.23129 -3.65716  0.31
H: -2.09379 -2.58530 -6.84407  0.31
H: -3.02131 -2.26831 -8.28997  0.38
H: -4.44981 -3.24961 -5.77548  0.28
H: -3.72032 -4.36864 -6.94070  0.33
H: -5.01103 -3.26195 -7.42952  0.29
H: -1.34470 1.90154 -4.93369  0.24
H: -1.88827 2.70751 -6.40382  0.36
H: -0.47501 -0.01389 -6.29412  0.34
H: 0.23481 1.50925 -6.83819  0.41
H: -1.07800 0.74679 -7.76175  0.27



# 7
ORCA calculation (ωB97M-V with the def2-TZVPD basis set) on 2 unconnected molecules or ions with the total composition C5H7Cl in a non-equilibrium geometry.

Calculated values
energy above the lowest of the compared OMol25 structures with the same formula, charge and spin	101.9	kcal/mol
2S+1	1
maximum force	5.196	eV Å⁻¹
charge	0
orbital gap	10.69	eV

Each line ends with the Mulliken charge.
Atoms and positions in Å:
C: 0.03898 0.00907 -0.04963  0.20
C: 1.39969 -0.31148 0.58394  -0.10
C: 2.37829 -0.86486 -0.23086  -0.71
C: -1.33217 -0.59474 0.40685  -0.21
C: -1.79177 -1.66494 -0.24007  -0.61
H: 0.24630 -0.28578 -1.03001  0.21
H: 1.85086 -0.03654 1.59077  0.26
H: 3.38732 -1.04731 0.15440  0.27
H: 2.25291 -1.47044 -1.22966  0.21
H: -2.00957 -0.19042 1.44110  0.21
H: -1.26298 -2.74049 -1.10327  0.22
H: -2.66302 -2.02745 0.34371  0.26
Cl: -0.35058 1.66824 -0.17579  -0.21



# 8
ORCA calculation (ωB97M-V with the def2-TZVPD basis set) on C5H4N2S in the gas phase in a non-equilibrium geometry.

Calculated values
energy above the lowest of the compared OMol25 structures with the same formula, charge and spin	54.4	kcal/mol
2S+1	1
maximum force	3.373	eV Å⁻¹
charge	0
orbital gap	7.59	eV

Each line ends with the Mulliken charge.
Atoms and positions in Å:
S: -3.30475 -0.24455 -0.34999  -0.19
C: -2.18197 0.59205 0.39589  -0.24
C: -0.89756 0.95130 -0.14729  -0.06
C: 0.22889 0.14476 -0.22383  0.65
C: 1.65305 0.36224 -0.53274  -0.42
N: 2.34468 -0.69082 -0.34375  -0.54
C: 1.45436 -1.65535 0.14159  -0.02
N: 0.22484 -1.17782 0.26070  -0.47
H: -2.54977 0.99632 1.42154  0.26
H: -0.84168 2.12246 -0.26823  0.25
H: 2.06127 1.25569 -0.85201  0.45
H: 1.80865 -2.65628 0.49810  0.35